Record 1
{
  "formula": "C33H48N2O3PtSe3Te2",
  "method": "ωB97M-V with the def2-TZVPD basis set",
  "multiplicity": 1,
  "homo_energy_ev": -7.5,
  "symbols": ["Pt", "C", "C", "C", "C", "C", "C", "C", "Se", "C", "C", "C", "C", "C", "C", "O", "C", "C", "C", "C", "C", "C", "C", "C", "C", "O", "C", "C", "C", "C", "C", "C", "H", "H", "H", "H", "H", "H", "H", "H", "H", "H", "H", "H", "H", "H", "H", "H", "H", "H", "H", "H", "H", "H", "H", "H", "H", "H", "H", "H", "H", "H", "H", "H", "H", "H", "H", "H", "H", "H", "H", "H", "Se", "Te", "Te", "Se", "N", "C", "N", "C", "C", "O", "C", "C", "H", "H", "H", "H", "H", "H", "H", "H"],
  "coordinates": [[-0.225, -0.090, 0.123], [-0.156, -2.074, 7.489], [-1.170, -2.635, 6.483], [-2.544, -2.051, 6.812], [-1.245, -4.161, 6.632], [-0.728, -2.283, 5.065], [-1.484, -1.509, 4.205], [-1.011, -1.238, 2.930], [-2.034, -0.054, 1.821], [-1.413, 1.612, 2.525], [-2.221, 2.298, 3.412], [-1.749, 3.449, 4.026], [-0.467, 3.863, 3.675], [0.362, 3.216, 2.758], [-0.108, 2.013, 2.186], [0.664, 1.274, 1.410], [1.768, 3.785, 2.502], [1.761, 5.320, 2.597], [2.711, 3.219, 3.572], [2.343, 3.447, 1.118], [-2.631, 4.196, 5.027], [-2.988, 3.261, 6.191], [-1.933, 5.429, 5.601], [-3.920, 4.654, 4.332], [0.206, -1.720, 2.441], [0.572, -1.575, 1.163], [1.031, -2.441, 3.331], [0.511, -2.717, 4.590], [2.448, -2.954, 3.012], [2.394, -4.481, 2.863], [3.085, -2.368, 1.747], [3.386, -2.588, 4.176], [-0.460, -2.318, 8.510], [-0.086, -0.988, 7.401], [0.840, -2.488, 7.329], [-2.826, -2.334, 7.828], [-3.314, -2.428, 6.136], [-2.541, -0.960, 6.760], [-1.550, -4.428, 7.646], [-0.279, -4.630, 6.439], [-1.969, -4.582, 5.932], [-2.438, -1.098, 4.509], [-3.212, 1.916, 3.629], [-0.082, 4.754, 4.145], [1.521, 5.690, 3.593], [1.048, 5.749, 1.891], [2.755, 5.698, 2.350], [2.378, 3.494, 4.575], [3.724, 3.602, 3.428], [2.745, 2.129, 3.513], [1.645, 3.715, 0.321], [2.579, 2.393, 1.012], [3.259, 4.026, 0.976], [-2.086, 2.922, 6.703], [-3.529, 2.379, 5.844], [-3.622, 3.778, 6.914], [-1.019, 5.162, 6.137], [-2.599, 5.927, 6.308], [-1.678, 6.149, 4.821], [-4.482, 3.808, 3.933], [-3.693, 5.328, 3.504], [-4.566, 5.182, 5.038], [1.123, -3.309, 5.259], [1.743, -4.762, 2.033], [2.016, -4.960, 3.769], [3.393, -4.873, 2.661], [2.579, -2.689, 0.840], [4.122, -2.712, 1.702], [3.086, -1.278, 1.760], [3.090, -3.038, 5.122], [3.421, -1.505, 4.311], [4.396, -2.935, 3.949], [-2.335, -0.893, -3.277], [-1.202, -1.954, -1.440], [1.382, -2.471, -2.203], [1.768, -0.113, -1.335], [-0.948, 1.463, -0.948], [-1.384, 1.892, -1.930], [-1.861, 2.519, -2.960], [-1.080, 2.551, -4.208], [-1.458, 3.812, -4.961], [-2.856, 3.872, -5.175], [-3.564, 3.911, -3.951], [-3.315, 2.652, -3.142], [-1.323, 1.659, -4.792], [-0.020, 2.532, -3.960], [-0.988, 3.817, -5.943], [-1.125, 4.696, -4.402], [-4.621, 3.992, -4.201], [-3.266, 4.794, -3.371], [-3.687, 1.771, -3.671], [-3.791, 2.704, -2.165]]
}

Record 2
{
  "formula": "C33H48N6O3",
  "method": "ωB97M-V with the def2-TZVPD basis set",
  "multiplicity": 1,
  "total_charge": 4,
  "homo_energy_ev": -16.2,
  "symbols": ["N", "O", "O", "O", "C", "C", "C", "N", "C", "C", "C", "C", "C", "C", "H", "H", "H", "H", "H", "H", "H", "H", "H", "H", "H", "H", "H", "H", "H", "H", "H", "H", "H", "H", "C", "N", "C", "C", "C", "C", "C", "C", "C", "C", "N", "C", "C", "C", "H", "H", "H", "H", "H", "H", "H", "H", "H", "H", "H", "H", "H", "H", "C", "N", "C", "C", "C", "C", "C", "C", "C", "C", "N", "C", "C", "C", "H", "H", "H", "H", "H", "H", "H", "H", "H", "H", "H", "H", "H", "H"],
  "coordinates": [[-0.174, -1.730, -0.036], [0.533, -1.132, -0.824], [0.042, -2.898, 0.175], [-1.201, -1.140, 0.258], [6.643, -4.799, 3.057], [5.339, -4.409, 2.400], [4.320, -3.431, 3.136], [3.080, -3.192, 2.187], [1.991, -2.523, 3.068], [2.414, -1.108, 3.526], [2.748, -0.260, 2.264], [3.777, -0.722, 1.283], [3.488, -2.282, 0.975], [2.476, -4.529, 1.742], [6.611, -5.368, 3.986], [7.145, -3.837, 3.169], [7.302, -5.433, 2.463], [4.805, -5.354, 2.301], [5.624, -4.001, 1.430], [4.764, -2.443, 3.263], [3.889, -3.765, 4.079], [1.703, -3.130, 3.927], [1.214, -2.293, 2.339], [3.153, -0.922, 4.305], [1.519, -0.635, 3.929], [3.051, 0.708, 2.664], [1.768, -0.170, 1.795], [4.819, -0.721, 1.604], [3.740, -0.150, 0.356], [4.172, -2.953, 0.456], [2.574, -2.143, 0.398], [1.488, -4.241, 1.381], [2.461, -5.126, 2.653], [3.022, -5.157, 1.038], [5.638, 5.907, 3.980], [4.594, 5.079, 3.456], [4.721, 4.424, 2.312], [3.650, 3.709, 1.782], [2.428, 3.806, 2.365], [2.252, 4.497, 3.510], [3.346, 5.212, 4.003], [1.279, 3.205, 1.732], [0.463, 2.335, 2.429], [-0.613, 1.865, 1.797], [-0.860, 2.098, 0.436], [-0.041, 2.858, -0.314], [1.082, 3.355, 0.357], [-2.159, 1.685, -0.142], [5.359, 6.960, 4.013], [6.601, 5.729, 3.501], [5.672, 5.485, 4.985], [5.674, 4.372, 1.807], [3.780, 3.343, 0.775], [1.299, 4.623, 4.002], [3.293, 5.774, 4.923], [0.645, 2.186, 3.483], [-1.293, 1.168, 2.263], [-0.334, 3.081, -1.329], [1.719, 3.972, -0.259], [-2.684, 2.603, -0.407], [-2.713, 1.170, 0.643], [-1.946, 1.088, -1.028], [-1.328, -2.567, -3.921], [-2.743, -1.969, -4.017], [-3.389, -1.621, -2.901], [-4.580, -0.916, -3.019], [-5.058, -0.621, -4.365], [-4.420, -1.136, -5.521], [-3.213, -1.735, -5.227], [-6.370, 0.007, -4.602], [-6.491, 1.159, -5.313], [-7.735, 1.704, -5.521], [-8.854, 1.057, -5.081], [-8.769, -0.040, -4.260], [-7.481, -0.639, -4.083], [-10.065, 1.936, -5.174], [-1.043, -2.232, -2.924], [-0.713, -2.089, -4.684], [-1.347, -3.652, -4.026], [-2.976, -1.877, -1.936], [-5.266, -0.627, -2.237], [-4.907, -0.993, -6.475], [-2.618, -2.215, -5.990], [-5.629, 1.609, -5.783], [-7.838, 2.574, -6.153], [-9.693, -0.290, -3.760], [-7.395, -1.431, -3.355], [-10.683, 1.595, -6.005], [-9.781, 2.987, -5.127], [-10.761, 1.727, -4.361]]
}

Record 3
{
  "formula": "C33H49As2N2O13PRuSe2",
  "method": "ωB97M-V with the def2-TZVPD basis set",
  "multiplicity": 5,
  "homo_energy_ev": [-6.8, -7.3],
  "s2": 6.040,
  "symbols": ["Ru", "O", "C", "C", "C", "C", "C", "C", "N", "H", "H", "H", "H", "H", "H", "H", "O", "C", "C", "C", "O", "C", "Se", "C", "Se", "H", "H", "H", "H", "H", "H", "H", "H", "H", "H", "O", "N", "C", "C", "C", "C", "C", "H", "H", "H", "H", "H", "C", "P", "C", "C", "O", "H", "H", "H", "H", "H", "H", "H", "H", "H", "C", "O", "C", "O", "C", "C", "As", "C", "C", "C", "As", "C", "C", "O", "O", "C", "C", "O", "O", "C", "C", "O", "O", "C", "H", "H", "H", "H", "H", "H", "H", "H", "H", "H", "H", "H", "H", "H", "H", "H", "H", "H"],
  "coordinates": [[0.948, -0.565, 1.012], [-1.368, -0.735, 0.048], [-2.392, -0.246, 0.874], [-2.161, -0.728, 2.280], [-3.222, -0.931, 3.155], [-2.963, -1.418, 4.421], [-1.650, -1.692, 4.777], [-0.650, -1.434, 3.855], [-0.902, -0.943, 2.649], [-1.215, -0.132, -0.701], [-3.364, -0.623, 0.525], [-2.411, 0.858, 0.877], [-4.231, -0.734, 2.829], [-3.774, -1.588, 5.115], [-1.409, -2.103, 5.745], [0.392, -1.626, 4.090], [3.458, 2.439, 1.651], [2.744, 3.253, 2.532], [1.822, 2.490, 3.511], [1.651, 3.385, 4.766], [0.822, 2.832, 5.753], [2.476, 1.194, 3.979], [2.598, -0.353, 2.740], [0.430, 2.250, 2.917], [0.360, 1.754, 0.992], [2.820, 1.970, 1.082], [2.127, 3.978, 1.976], [3.504, 3.796, 3.105], [1.279, 4.372, 4.448], [2.617, 3.530, 5.256], [-0.041, 2.646, 5.365], [1.957, 0.830, 4.872], [3.515, 1.400, 4.246], [-0.166, 3.163, 3.000], [-0.067, 1.437, 3.451], [0.073, 0.539, -1.652], [0.532, 1.085, -2.700], [0.713, 0.354, -3.821], [1.115, 0.942, -4.999], [1.358, 2.309, -5.043], [1.224, 3.032, -3.865], [0.821, 2.402, -2.711], [0.506, -0.705, -3.716], [1.230, 0.332, -5.883], [1.643, 2.794, -5.964], [1.431, 4.091, -3.843], [0.694, 2.900, -1.759], [5.324, 0.704, 0.014], [4.076, 0.474, -1.293], [4.249, 1.895, -2.446], [4.547, -0.966, -2.319], [2.695, 0.363, -0.764], [6.329, 0.507, -0.345], [5.066, 0.034, 0.832], [5.238, 1.719, 0.398], [5.282, 2.035, -2.747], [3.888, 2.785, -1.936], [3.638, 1.716, -3.329], [5.588, -0.932, -2.624], [3.901, -0.953, -3.196], [4.350, -1.883, -1.771], [2.534, -3.108, -4.997], [2.002, -3.225, -3.684], [2.756, -3.890, -2.764], [3.872, -4.292, -2.978], [2.019, -3.944, -1.498], [2.031, -5.040, -0.736], [1.248, -5.450, 1.030], [-0.006, -6.762, 0.209], [0.183, -3.824, 1.064], [0.959, -2.681, 0.729], [1.019, -2.258, -1.214], [-0.703, -3.039, -1.817], [2.310, -2.805, 1.247], [2.580, -3.316, 2.328], [3.317, -2.369, 0.432], [4.602, -2.752, 0.902], [-1.204, -3.888, 1.357], [-2.080, -3.059, 1.152], [-1.508, -5.087, 1.963], [-2.868, -5.277, 2.284], [2.665, -6.269, -1.247], [2.455, -6.778, -2.320], [3.455, -6.804, -0.301], [4.147, -7.984, -0.676], [2.790, -2.064, -5.188], [1.770, -3.436, -5.701], [3.427, -3.731, -5.086], [0.570, -7.523, -0.318], [-0.681, -6.283, -0.500], [-0.595, -7.249, 0.984], [-0.612, -4.123, -1.879], [-0.966, -2.656, -2.806], [-1.492, -2.774, -1.116], [5.329, -2.341, 0.208], [4.670, -3.844, 0.932], [4.762, -2.368, 1.912], [-2.962, -6.301, 2.640], [-3.498, -5.123, 1.402], [-3.183, -4.573, 3.060], [4.476, -8.465, 0.241], [5.001, -7.722, -1.304], [3.482, -8.643, -1.238]]
}

Record 4
{
  "formula": "C33H49BClNOP4Pb",
  "method": "ωB97M-V with the def2-TZVPD basis set",
  "multiplicity": 1,
  "total_charge": 2,
  "homo_energy_ev": -13.4,
  "symbols": ["P", "C", "C", "H", "C", "H", "C", "H", "C", "H", "C", "H", "C", "C", "H", "C", "H", "C", "H", "C", "H", "C", "H", "C", "C", "H", "C", "H", "C", "H", "C", "H", "C", "H", "Pb", "C", "C", "H", "C", "O", "H", "C", "H", "C", "Cl", "P", "P", "C", "H", "H", "H", "C", "H", "H", "H", "C", "H", "H", "H", "C", "H", "H", "H", "C", "H", "H", "H", "C", "H", "H", "H", "P", "C", "C", "H", "H", "H", "H", "H", "H", "C", "H", "H", "H", "H", "B", "C", "N", "H", "H", "H"],
  "coordinates": [[1.154, 0.949, -4.512], [2.874, 1.442, -4.822], [3.605, 0.839, -5.845], [3.183, 0.021, -6.412], [4.888, 1.276, -6.132], [5.452, 0.799, -6.922], [5.448, 2.319, -5.409], [6.450, 2.658, -5.633], [4.718, 2.930, -4.399], [5.148, 3.744, -3.833], [3.434, 2.500, -4.107], [2.883, 2.996, -3.321], [0.910, -0.627, -5.377], [1.599, -1.744, -4.900], [2.292, -1.640, -4.077], [1.403, -2.982, -5.487], [1.943, -3.843, -5.116], [0.527, -3.115, -6.556], [0.383, -4.081, -7.021], [-0.152, -2.004, -7.038], [-0.824, -2.101, -7.879], [0.035, -0.761, -6.450], [-0.511, 0.096, -6.812], [0.162, 2.227, -5.334], [0.594, 2.805, -6.526], [1.500, 2.460, -7.007], [-0.138, 3.832, -7.099], [0.196, 4.276, -8.026], [-1.289, 4.300, -6.478], [-1.852, 5.108, -6.924], [-1.706, 3.742, -5.278], [-2.591, 4.117, -4.782], [-0.981, 2.707, -4.706], [-1.284, 2.282, -3.760], [0.000, 0.000, 0.000], [-1.553, -1.145, -0.487], [-1.852, -1.380, -1.794], [-2.149, -1.597, 0.301], [-0.917, -0.765, -2.786], [-1.592, -0.072, -3.856], [-0.903, 0.325, -4.405], [0.076, 0.114, -2.035], [-0.352, -1.540, -3.312], [0.955, 0.854, -2.768], [1.965, 1.479, 0.218], [-1.349, 1.924, 0.356], [1.521, -1.819, 0.094], [-0.842, 2.899, 1.810], [0.179, 3.238, 1.667], [-0.868, 2.257, 2.684], [-1.502, 3.752, 1.954], [-1.402, 3.174, -0.979], [-2.028, 2.812, -1.792], [-0.394, 3.328, -1.352], [-1.804, 4.120, -0.622], [-3.113, 1.562, 0.672], [-3.169, 0.861, 1.500], [-3.551, 1.094, -0.208], [-3.673, 2.461, 0.919], [2.310, -2.021, 1.723], [1.582, -2.432, 2.415], [2.612, -1.044, 2.088], [3.174, -2.679, 1.657], [0.766, -3.453, -0.231], [0.366, -3.469, -1.242], [-0.053, -3.591, 0.470], [1.484, -4.262, -0.113], [2.932, -1.752, -1.062], [3.277, -0.723, -1.128], [2.608, -2.070, -2.049], [3.750, -2.389, -0.730], [-3.144, -2.411, -2.360], [-3.811, -3.408, -1.007], [-2.553, -3.533, -3.656], [-4.234, -2.764, -0.241], [-3.023, -4.009, -0.564], [-4.593, -4.061, -1.385], [-2.240, -2.951, -4.519], [-3.340, -4.220, -3.957], [-1.702, -4.099, -3.288], [-4.548, -1.518, -3.089], [-4.893, -0.760, -2.390], [-5.367, -2.198, -3.314], [-4.215, -1.033, -4.002], [1.726, 1.389, -2.234], [0.000, 0.000, 4.861], [0.000, 0.000, 3.261], [0.000, 0.000, 2.000], [-0.973, 0.562, 5.256], [0.973, 0.562, 5.256], [0.000, -1.123, 5.257]]
}

What did we get for energy relative to the best compared isomer or geometry (same formula, charge and spin)? Answer: 0.00, 69.12, 22.12, 0.00 kcal/mol, in the order shown.
What did we get for max |F|? Answer: 0.3, 4.1, 1.8, 13.3 eV/A, in the order shown.